No. 1
Here is a 3-piece molecular cluster, C27H42BIN4O3 overall in a non-equilibrium geometry from the Open Molecules 2025 dataset. Energies are from ωB97M-V/def2-TZVPD.

Properties
HOMO energy, Ha: -0.2918
SMILES string: CCB(O)N1C(=O)c2ccc(I)c(-c3ccncc3)c2C1=O.CCN(CC)CC.CCN(CC)CC
Largest force on an atom, eV/Å: 2.07
Calculated total energy, eV: -49561.566
Kohn-Sham gap, eV: 7.34

ORCA input file:
```
! RIJCOSX wB97M-V def2-TZVPD def2/J DEFGRID3
* xyz 0 1
C 3.608 -0.534 1.601
C 3.859 0.216 0.242
B 2.703 -0.192 -0.754
O 2.635 -1.528 -1.153
N 1.718 0.749 -1.320
C 1.519 1.970 -0.592
O 2.112 3.011 -0.719
C 0.366 1.751 0.368
C -0.063 2.491 1.437
C -1.136 1.989 2.142
C -1.775 0.823 1.784
I -3.436 0.101 2.882
C -1.355 0.078 0.687
C -1.970 -1.205 0.238
C -3.065 -1.275 -0.602
C -3.500 -2.528 -0.969
N -2.993 -3.689 -0.587
C -1.938 -3.577 0.208
C -1.388 -2.398 0.662
C -0.282 0.581 -0.008
C 0.439 0.078 -1.259
O -0.055 -0.702 -2.028
H 3.156 -1.507 1.386
H 4.552 -0.690 2.130
H 2.948 0.078 2.227
H 4.819 -0.165 -0.134
H 3.985 1.295 0.379
H 2.066 -2.027 -0.555
H 0.441 3.418 1.690
H -1.500 2.539 3.005
H -3.542 -0.375 -0.976
H -4.366 -2.567 -1.634
H -1.467 -4.506 0.535
H -0.510 -2.349 1.298
C -1.577 -3.230 -4.650
C -2.541 -3.468 -5.802
N -3.743 -2.657 -5.721
C -4.785 -3.079 -6.642
C -4.508 -2.966 -8.146
C -3.533 -1.223 -5.621
C -2.736 -0.533 -6.734
H -2.075 -3.367 -3.688
H -0.750 -3.940 -4.705
H -1.146 -2.228 -4.678
H -2.834 -4.521 -5.773
H -2.003 -3.321 -6.752
H -5.704 -2.532 -6.411
H -5.019 -4.126 -6.421
H -4.550 -1.933 -8.489
H -5.271 -3.518 -8.699
H -3.540 -3.387 -8.419
H -3.030 -1.020 -4.670
H -4.505 -0.731 -5.522
H -1.834 -1.084 -7.001
H -2.423 0.458 -6.397
H -3.333 -0.388 -7.634
C 3.885 0.868 6.898
C 3.748 1.772 5.682
N 2.418 2.332 5.526
C 2.204 2.949 4.229
C 3.039 4.184 3.870
C 1.901 3.069 6.667
C 2.712 4.267 7.176
H 3.131 0.079 6.887
H 4.868 0.395 6.897
H 3.793 1.423 7.833
H 3.971 1.167 4.798
H 4.524 2.551 5.729
H 1.144 3.200 4.126
H 2.387 2.186 3.463
H 2.702 5.071 4.404
H 2.936 4.396 2.802
H 4.100 4.036 4.070
H 1.779 2.367 7.496
H 0.883 3.399 6.442
H 3.777 4.045 7.251
H 2.367 4.541 8.175
H 2.584 5.144 6.544
*
```

Here are the Mulliken charges for atoms 1 to 6, given in e: number 1, C, carries -0.924; number 2, C, carries -0.360; number 3, B, carries 0.190; number 4, O, carries -0.477; number 5, N, carries 0.129; number 6, C, carries -0.128


No. 2
Here is C27H42CdGe2N4 as an isolated structure from the Open Molecules 2025 dataset. Energies are from ωB97M-V/def2-TZVPD.

Properties
HOMO energy, Ha: -0.4941
Largest force on an atom, eV/Å: 0.64
Calculated total energy, eV: -152223.021
Kohn-Sham gap, eV: 6.76

ORCA input file:
```
! RIJCOSX wB97M-V def2-TZVPD def2/J DEFGRID3
* xyz 2 1
Cd 1.111 -0.017 -1.360
C 1.864 3.730 -1.884
C 0.467 3.422 -2.422
Ge -0.478 2.085 -1.384
C -2.123 1.437 -2.178
C -3.124 2.600 -2.227
C -0.764 2.709 0.410
C -0.128 2.269 1.490
Ge 1.177 0.874 1.233
C 0.784 -0.947 1.775
C 0.705 -1.131 3.300
C 3.070 1.291 1.171
C 3.672 1.660 2.537
C -0.309 2.773 2.879
C 0.443 2.240 3.920
C 0.307 2.689 5.226
C -0.604 3.695 5.506
C -1.368 4.240 4.479
C -1.223 3.784 3.181
H 2.340 4.526 -2.458
H 2.519 2.856 -1.942
H 1.830 4.054 -0.842
H 0.491 3.118 -3.469
H -0.174 4.307 -2.361
H -2.497 0.607 -1.578
H -1.915 1.051 -3.178
H -3.369 2.966 -1.229
H -4.056 2.275 -2.692
H -2.749 3.440 -2.814
H -1.489 3.517 0.514
H 1.582 -1.566 1.354
H -0.149 -1.251 1.299
H 1.642 -0.877 3.796
H 0.495 -2.177 3.522
H -0.088 -0.530 3.742
H 3.216 2.099 0.454
H 3.554 0.397 0.769
H 3.224 2.564 2.947
H 4.740 1.843 2.424
H 3.557 0.858 3.269
H 1.168 1.451 3.734
H 0.907 2.258 6.017
H -0.720 4.055 6.519
H -2.080 5.026 4.694
H -1.829 4.225 2.401
N 5.965 -4.021 -1.473
C 4.936 -3.165 -1.487
C 5.128 -1.788 -1.724
C 4.051 -0.950 -1.723
N 2.784 -1.366 -1.502
C 2.594 -2.686 -1.283
C 3.612 -3.596 -1.263
H 6.902 -3.713 -1.666
H 5.822 -5.006 -1.335
H 6.115 -1.390 -1.916
H 4.191 0.107 -1.911
H 1.572 -3.005 -1.130
H 3.393 -4.641 -1.089
N -0.569 -1.680 -1.448
C -1.564 -2.281 -1.493
N -2.672 -2.951 -1.570
C -3.567 -3.082 -0.393
C -4.926 -2.477 -0.709
C -5.461 -2.942 -2.085
C -4.558 -3.994 -2.729
C -3.139 -3.476 -2.888
H -3.087 -2.589 0.450
H -3.645 -4.141 -0.151
H -4.839 -1.389 -0.687
H -5.610 -2.752 0.094
H -5.534 -2.086 -2.759
H -6.470 -3.340 -1.986
H -4.927 -4.262 -3.719
H -4.556 -4.915 -2.142
H -3.114 -2.658 -3.609
H -2.458 -4.258 -3.224
*
```

Here are the natural (NBO) charges for atoms 1 to 6, given in e: number 1, Cd, carries 1.322; number 2, C, carries -0.609; number 3, C, carries -0.846; number 4, Ge, carries 1.128; number 5, C, carries -0.830; number 6, C, carries -0.621


No. 3
Here is C27H42Cl3N4O3SiTb as an isolated structure in a non-equilibrium geometry from the Open Molecules 2025 dataset. Energies are from ωB97M-V/def2-TZVPD.

Properties
HOMO energy (spin up / spin down), Ha: -0.3071 / -0.3061
Largest force on an atom, eV/Å: 2.00
Calculated total energy, eV: -108671.534
<S²>: 12.675
Kohn-Sham gap (spin up / spin down), eV: 8.74 / 8.72

ORCA input file:
```
! RIJCOSX wB97M-V def2-TZVPD def2/J DEFGRID3
* xyz 0 7
C -4.270 1.054 -2.563
C -4.241 0.790 -1.105
H -5.289 0.980 -2.951
H -3.622 0.348 -3.104
H -3.863 2.055 -2.747
C -5.264 0.259 -0.421
C -6.611 -0.043 -0.971
H -5.186 0.115 0.655
H -6.585 -0.247 -2.044
H -7.296 0.797 -0.798
H -7.061 -0.920 -0.493
Tb 0.252 -0.073 -0.719
Cl 0.779 2.287 -1.538
Cl 0.858 -2.234 -2.113
C 0.095 1.227 2.375
O 0.532 0.337 1.589
N -0.085 1.022 3.678
C 0.165 -0.287 4.294
C -0.479 2.122 4.540
H -0.158 2.228 1.984
H 0.502 -1.001 3.533
H -0.753 -0.661 4.774
H 0.920 -0.190 5.086
H -0.633 2.999 3.904
H 0.313 2.321 5.270
H -1.405 1.869 5.067
H -2.868 -1.574 -1.516
H -4.423 -2.495 1.014
C -2.568 -2.608 -1.295
C -3.725 -3.322 0.801
N -2.517 -2.807 0.153
H -1.590 -2.783 -1.757
C -1.363 -2.693 0.855
O -0.365 -2.058 0.464
H -3.436 -3.799 1.742
H -1.391 -3.193 1.842
H -3.301 -3.299 -1.725
H -4.222 -4.063 0.163
O -1.909 0.352 -0.814
C -2.914 1.196 -0.416
C -3.144 0.077 1.832
C -3.071 1.257 1.091
H -2.919 -0.867 1.338
C -3.524 0.098 3.176
H -2.665 2.208 -0.793
C -3.188 2.487 1.730
H -3.622 -0.829 3.754
C -3.771 1.334 3.781
C -3.573 2.528 3.076
H -2.995 3.391 1.140
H -4.120 1.382 4.814
H -3.695 3.509 3.559
Si 0.757 -0.422 -5.241
Cl -0.746 0.192 -3.824
C 1.412 -2.191 -5.152
C 2.195 0.682 -4.753
C 0.054 -0.303 -6.997
H 1.182 -2.634 -4.165
H 2.507 -2.234 -5.271
H 0.965 -2.829 -5.923
H -0.604 -1.157 -7.206
H 0.859 -0.345 -7.734
H -0.516 0.615 -7.166
H 2.273 0.821 -3.668
H 2.042 1.677 -5.184
H 3.161 0.313 -5.122
N 5.027 -0.559 -1.519
C 3.672 -0.586 -1.673
N 3.055 -0.199 -0.549
C 4.057 0.073 0.380
C 4.000 0.529 1.697
C 5.195 0.806 2.361
C 6.446 0.601 1.756
C 6.526 0.131 0.434
C 5.321 -0.132 -0.218
H 5.707 -0.794 -2.244
H 3.192 -0.940 -2.590
H 3.019 0.664 2.140
H 5.169 1.196 3.374
H 7.351 0.810 2.327
H 7.480 -0.026 -0.072
*
```

Here are the Mulliken charges for atoms 1 to 6, given in e: number 1, C, carries -1.478; number 2, C, carries 0.134; number 3, H, carries 0.481; number 4, H, carries 0.124; number 5, H, carries 0.311; number 6, C, carries 0.373


No. 4
Here is a 5-piece molecular cluster, C27H42ClIN2O7S2 overall in a non-equilibrium geometry from the Open Molecules 2025 dataset. Energies are from ωB97M-V/def2-TZVPD.

Properties
HOMO energy, Ha: -0.2936
SMILES string: O=S(=O)(Cl)CCCCc1c(S)c(I)c(CCCO)c2nccnc12.CC(C)=O.CC(C)=O.CC(C)=O.CC(C)=O
Largest force on an atom, eV/Å: 6.61
Calculated total energy, eV: -88278.561
Kohn-Sham gap, eV: 7.30

ORCA input file:
```
! RIJCOSX wB97M-V def2-TZVPD def2/J DEFGRID3
* xyz 0 1
O 3.555 -0.983 3.611
S 4.879 -1.054 2.861
O 5.957 -1.039 3.932
Cl 5.040 -2.856 1.778
C 5.070 0.387 1.665
C 3.725 0.512 0.742
C 3.980 -0.005 -0.758
C 2.844 -0.978 -1.345
C 1.365 -0.674 -0.830
C 0.527 0.445 -1.482
S 1.230 1.441 -2.895
C -0.903 0.723 -0.895
I -2.069 2.330 -1.815
C -1.394 -0.120 0.299
C -2.848 0.201 0.928
C -2.713 0.976 2.346
C -1.837 2.321 2.265
O -2.656 3.514 2.100
C -0.549 -1.283 0.972
N -1.174 -1.982 2.061
C -0.257 -2.951 2.558
C 1.175 -3.236 2.029
N 1.739 -2.552 0.918
C 0.856 -1.553 0.388
H 6.028 0.322 1.050
H 5.053 1.319 2.350
H 2.911 -0.044 1.314
H 3.536 1.651 0.670
H 4.201 0.838 -1.515
H 4.957 -0.629 -0.724
H 3.087 -2.102 -1.229
H 2.828 -0.803 -2.490
H 0.947 0.712 -4.045
H -3.388 -0.792 1.175
H -3.520 0.786 0.216
H -3.773 1.240 2.733
H -2.262 0.302 3.171
H -1.325 2.436 3.295
H -0.993 2.294 1.495
H -3.315 3.380 1.379
H -0.618 -3.593 3.461
H 1.806 -4.060 2.515
C 0.309 -2.748 7.020
C -0.562 -3.848 6.474
C -0.575 -5.157 7.219
O -1.229 -3.686 5.468
H 0.219 -1.866 6.383
H -0.014 -2.485 8.030
H 1.352 -3.069 7.029
H -0.937 -5.001 8.237
H 0.430 -5.585 7.236
H -1.245 -5.855 6.712
C -6.996 2.237 -3.375
C -6.258 3.341 -2.668
C -6.746 4.749 -2.884
O -5.303 3.106 -1.948
H -6.536 1.278 -3.127
H -8.039 2.220 -3.050
H -6.938 2.386 -4.456
H -7.777 4.843 -2.537
H -6.677 5.008 -3.943
H -6.121 5.440 -2.314
C -5.146 3.899 -7.580
C -6.570 3.494 -7.306
C -7.649 4.159 -8.119
O -6.839 2.660 -6.460
H -4.478 3.340 -6.922
H -4.888 3.672 -8.616
H -5.019 4.966 -7.384
H -7.501 3.943 -9.180
H -7.633 5.237 -7.947
H -8.623 3.770 -7.815
C 9.667 -2.969 -1.064
C 8.822 -2.476 0.080
C 9.012 -3.137 1.419
O 8.015 -1.577 -0.071
H 9.423 -2.402 -1.965
H 10.725 -2.823 -0.835
H 9.462 -4.026 -1.249
H 10.041 -2.999 1.759
H 8.778 -4.201 1.344
H 8.338 -2.680 2.148
*
```

Here are the Mulliken charges for atoms 1 to 6, given in e: number 1, O, carries -0.536; number 2, S, carries 1.048; number 3, O, carries -0.590; number 4, Cl, carries -0.186; number 5, C, carries -0.565; number 6, C, carries -0.311


No. 5
Here is a 3-piece molecular cluster, C27H42F2N3O5PS overall in a non-equilibrium geometry from the Open Molecules 2025 dataset. Energies are from ωB97M-V/def2-TZVPD.

Properties
HOMO energy, Ha: -0.3136
SMILES string: C#CC[C@](N)(O[C@@H](CCCS)[C@@](N)(CCCOC)CNC)P(=O)(O)O.Fc1ccccc1.Fc1ccccc1
Largest force on an atom, eV/Å: 2.14
Calculated total energy, eV: -68945.338
Kohn-Sham gap, eV: 8.53

ORCA input file:
```
! RIJCOSX wB97M-V def2-TZVPD def2/J DEFGRID3
* xyz 0 1
C -3.950 -1.162 0.370
C -3.415 -0.858 -0.663
C -2.528 -0.555 -1.809
C -1.028 -0.762 -1.379
N -0.830 -0.177 -0.113
O -0.084 -0.540 -2.400
C 0.452 0.769 -2.630
C -0.535 1.963 -2.596
C -1.305 1.989 -3.944
C -2.028 3.345 -4.171
S -3.427 3.612 -3.044
C 1.817 1.058 -1.874
N 2.718 1.721 -2.850
C 1.675 2.002 -0.654
C 2.054 3.481 -0.870
C 2.130 4.143 0.548
O 1.065 3.775 1.395
C -0.141 4.478 1.101
C 2.526 -0.283 -1.554
N 2.300 -0.748 -0.185
C 2.689 -2.168 0.026
P -0.896 -2.658 -1.047
O -0.718 -2.964 0.371
O -2.173 -3.475 -1.752
O 0.420 -3.206 -1.862
H -4.603 -1.201 1.212
H -2.786 -1.161 -2.681
H -2.744 0.488 -2.072
H -1.371 0.651 0.078
H 0.135 -0.140 0.199
H 0.765 0.731 -3.683
H 0.073 2.876 -2.613
H -1.261 1.945 -1.784
H -0.613 1.893 -4.796
H -2.009 1.153 -4.041
H -2.352 3.335 -5.218
H -1.254 4.119 -4.103
H -2.785 4.019 -1.922
H 3.069 1.030 -3.505
H 2.218 2.447 -3.354
H 2.281 1.668 0.200
H 0.650 2.011 -0.266
H 3.060 3.619 -1.278
H 1.311 4.065 -1.430
H 2.159 5.238 0.420
H 3.101 3.838 0.960
H -0.505 4.899 2.047
H -0.892 3.736 0.786
H 0.021 5.250 0.343
H 2.326 -1.051 -2.309
H 3.609 -0.063 -1.663
H 2.897 -0.228 0.444
H 1.822 -2.678 0.469
H 3.550 -2.295 0.689
H 2.842 -2.666 -0.938
H -2.144 -3.281 -2.700
H 0.194 -3.149 -2.802
F -3.495 -7.490 3.766
C -3.293 -6.889 2.573
C -4.251 -7.016 1.585
C -4.044 -6.391 0.362
C -2.880 -5.662 0.144
C -1.932 -5.550 1.141
C -2.137 -6.161 2.372
H -5.145 -7.596 1.774
H -4.789 -6.472 -0.419
H -2.705 -5.173 -0.802
H -1.035 -4.982 0.957
H -1.410 -6.074 3.169
F 4.222 2.270 3.035
C 3.341 2.034 4.032
C 3.812 1.842 5.315
C 2.904 1.604 6.338
C 1.544 1.551 6.062
C 1.090 1.742 4.763
C 1.993 1.991 3.740
H 4.876 1.878 5.508
H 3.258 1.458 7.350
H 0.838 1.361 6.860
H 0.030 1.697 4.547
H 1.657 2.151 2.724
*
```

Here are the Mulliken charges for atoms 1 to 6, given in e: number 1, C, carries 0.076; number 2, C, carries -0.968; number 3, C, carries 0.196; number 4, C, carries -0.263; number 5, N, carries 0.010; number 6, O, carries -0.198


No. 6
Here is C27H43As3BrGaN5O2S as an isolated structure in a non-equilibrium geometry from the Open Molecules 2025 dataset. Energies are from ωB97M-V/def2-TZVPD.

Properties
HOMO energy, Ha: -0.4002
Largest force on an atom, eV/Å: 1.16
Calculated total energy, eV: -356008.796
Kohn-Sham gap, eV: 7.76

ORCA input file:
```
! RIJCOSX wB97M-V def2-TZVPD def2/J DEFGRID3
* xyz 1 1
Ga -0.256 -0.598 -1.150
C 3.582 -5.309 -0.846
C 3.501 -4.101 0.065
N 3.295 -2.836 -0.633
C 2.078 -2.424 -1.033
S 1.942 -0.868 -1.865
N 1.046 -3.205 -0.872
N -0.076 -2.634 -1.389
C -0.942 -3.326 -2.024
C -0.957 -4.808 -2.182
C -1.943 -2.464 -2.701
C -3.050 -2.995 -3.375
C -3.919 -2.147 -4.018
C -3.655 -0.783 -3.982
C -2.530 -0.325 -3.311
N -1.680 -1.148 -2.688
H 3.735 -6.187 -0.223
H 4.440 -5.250 -1.515
H 2.681 -5.417 -1.455
H 4.425 -3.992 0.650
H 2.679 -4.219 0.764
H 4.090 -2.231 -0.790
H -0.075 -5.227 -1.690
H -0.922 -5.112 -3.213
H -1.860 -5.231 -1.721
H -3.201 -4.063 -3.322
H -4.798 -2.562 -4.507
H -4.331 -0.055 -4.422
H -2.295 0.735 -3.229
C 1.627 3.222 -2.055
As 0.112 2.192 -1.346
C -1.334 3.067 -2.307
C -0.289 2.968 0.394
C 0.651 2.632 1.603
C 0.371 3.717 2.660
C 0.305 1.277 2.288
As 0.578 -0.422 1.367
C 2.492 -0.670 1.707
C -0.197 -1.662 2.632
C 2.117 2.747 1.144
As 3.534 2.779 2.508
C 3.685 4.733 2.757
C 4.954 2.605 1.122
H 1.467 4.279 -1.819
H 1.659 3.085 -3.135
H 2.537 2.857 -1.590
H -1.307 4.168 -2.159
H -2.308 2.739 -1.956
H -1.253 2.828 -3.365
H -1.320 2.709 0.625
H -0.299 4.051 0.228
H -0.687 3.758 2.896
H 0.652 4.703 2.282
H 0.913 3.559 3.596
H -0.726 1.295 2.616
H 0.921 1.202 3.183
H 2.729 -0.322 2.708
H 3.042 -0.131 0.946
H 2.708 -1.729 1.632
H 0.257 -1.532 3.622
H -0.046 -2.683 2.267
H -1.263 -1.471 2.679
H 2.243 3.676 0.567
H 2.384 1.955 0.467
H 2.903 5.096 3.420
H 3.624 5.248 1.788
H 4.660 4.960 3.198
H 4.836 1.635 0.649
H 5.924 2.686 1.586
H 4.848 3.388 0.348
Br -6.866 -2.108 2.752
C -5.754 -0.826 1.979
C -6.139 0.524 1.981
N -5.453 1.487 1.385
C -4.320 1.151 0.770
C -3.842 -0.150 0.765
C -4.577 -1.164 1.365
C -2.581 -0.557 0.140
O -2.164 -1.722 0.202
O -1.901 0.359 -0.474
H -7.052 0.832 2.470
H -3.782 1.961 0.288
H -4.276 -2.201 1.304
*
```

Here are the Mulliken charges for atoms 1 to 6, given in e: number 1, Ga, carries 0.239; number 2, C, carries -1.131; number 3, C, carries -0.383; number 4, N, carries 0.010; number 5, C, carries 0.222; number 6, S, carries -0.686


Q: Among the records above, which one has the highest largest force on an atom?
A: C27H42ClIN2O7S2